1.
DFT (wB97M-V/def2-TZVPD) results for a single C8H14N2O2 molecule.

Energy = -572.9445 Eh
Max |F| = 4.6 eV Å⁻¹
Lowest unoccupied orbital energy (alpha / beta) = -0.06 / 0.21 eV
Frontier orbital gap (alpha / beta) = 0.260 / 0.284 Eh

Last columns: bonded neighbours and bond lengths (Å).
Positions of all 26 atoms, in Å:
1 C -0.02 1.07 1.34  C3 1.411, N10 1.484
2 C -1.67 1.75 -0.74  N9 1.350, O12 1.190
3 C 1.27 1.53 1.68  C1 1.411, C6 1.606, O11 1.212
4 C 0.40 0.67 -1.31  C5 1.540, N9 1.449, H13 1.027, H14 1.160
5 C 0.48 -0.55 -0.37  C4 1.540, N10 1.478, H15 1.072, H16 1.197
6 C 1.95 0.63 2.83  C3 1.606, H17 1.143, H18 1.008, H19 1.101
7 C -1.52 0.64 -2.91  N9 1.441, H20 1.164, H21 1.114, H22 1.103
8 C -1.66 -0.65 1.14  N10 1.511, H23 1.200, H24 1.017, H25 1.163
9 N -0.98 0.99 -1.62  C2 1.350, C4 1.449, C7 1.441
10 N -0.20 -0.34 0.92  C1 1.484, C5 1.478, C8 1.511, H26 1.116
11 O 1.74 2.64 1.58  C3 1.212
12 O -2.81 2.09 -0.68  C2 1.190
13 H 0.96 1.41 -0.88  C4 1.027
14 H 0.94 0.57 -2.33  C4 1.160
15 H 0.11 -1.35 -0.98  C5 1.072
16 H 1.65 -0.72 -0.18  C5 1.197
17 H 1.59 -0.45 2.78  C6 1.143
18 H 1.69 1.14 3.66  C6 1.008
19 H 3.05 0.65 2.85  C6 1.101
20 H -1.49 -0.52 -2.88  C7 1.164
21 H -2.59 0.95 -2.85  C7 1.114
22 H -1.13 1.18 -3.79  C7 1.103
23 H -1.88 -0.36 2.28  C8 1.200
24 H -2.23 -0.03 0.56  C8 1.017
25 H -1.81 -1.77 0.86  C8 1.163
26 H 0.35 -1.04 1.60  N10 1.116



2.
DFT (wB97M-V/def2-TZVPD) results for a single C8H14N2O4 molecule.

Energy = -723.7104 Eh
Max |F| = 3.4 eV Å⁻¹
Lowest unoccupied orbital energy = 0.45 eV
SMILES = N[C@@H](CO)C(=O)N1CCC[C@H]1C(=O)O
Frontier orbital gap = 0.373 Eh

Last columns: bonded neighbours and bond lengths (Å).
Positions of all 28 atoms, in Å:
1 N 0.90 -0.62 -1.88  C2 1.507, H15 0.971, H16 1.001
2 C -0.20 0.40 -1.77  N1 1.507, C3 1.611, C5 1.523, H17 1.086
3 C -1.25 0.42 -2.99  C2 1.611, O4 1.392, H18 1.120, H19 1.104
4 O -0.63 0.43 -4.23  C3 1.392, H20 0.992
5 C -1.13 0.22 -0.57  C2 1.523, O6 1.237, N7 1.403
6 O -2.36 0.20 -0.58  C5 1.237
7 N -0.45 0.01 0.64  C5 1.403, C8 1.447, C11 1.502
8 C -1.20 0.25 1.86  N7 1.447, C9 1.520, H21 1.127, H22 1.129
9 C -0.15 0.18 2.96  C8 1.520, C10 1.543, H23 1.104, H24 1.098
10 C 1.12 0.72 2.28  C9 1.543, C11 1.517, H25 1.094, H26 1.087
11 C 1.03 0.09 0.90  N7 1.502, C10 1.517, C12 1.517, H27 1.093
12 C 1.71 -1.27 0.95  C11 1.517, O13 1.206, O14 1.319
13 O 2.90 -1.40 1.06  C12 1.206
14 O 0.89 -2.29 0.84  C12 1.319, H28 0.969
15 H 1.15 -0.63 -2.82  N1 0.971
16 H 0.58 -1.50 -1.54  N1 1.001
17 H 0.27 1.38 -1.68  C2 1.086
18 H -1.78 1.40 -2.87  C3 1.120
19 H -1.94 -0.44 -3.02  C3 1.104
20 H -0.19 1.32 -4.36  O4 0.992
21 H -1.63 1.28 1.73  C8 1.127
22 H -1.98 -0.55 2.03  C8 1.129
23 H -0.02 -0.86 3.31  C9 1.104
24 H -0.41 0.72 3.88  C9 1.098
25 H 1.98 0.24 2.75  C10 1.094
26 H 1.19 1.80 2.29  C10 1.087
27 H 1.62 0.55 0.11  C11 1.093
28 H -0.03 -2.04 0.73  O14 0.969



How do the records compare in energy above the lowest of the compared OMol25 structures with the same formula, charge and spin? In the order shown, they have 165.5, 26.0 kcal per mole.